Entry 1:
9
Properties=species:S:1:pos:R:3:forces:R:3:mulliken_charge:R:1 method="wB97M-V/def2-TZVPD" charge=-1 homo_lumo_gap_ha=0.2058 de_lowest_kcal_mol=58.0 e_tot_ev=-18994.782 molar_mass_g_mol=107.11 largest_force_ha_per_bohr=0.0776 lumo_ev=3.612
C -0.462051 -0.134205 -2.279951 -3.042 1.128 -0.201 0.592
N 1.198914 -0.185462 1.003380 0.763 -2.259 0.973 -0.339
N 0.540498 0.885340 0.527086 -1.631 1.662 -1.491 -0.528
O -1.541956 0.252865 -2.442433 -0.499 0.380 -0.029 -0.376
O 0.572291 -0.571120 -2.225295 3.671 -1.557 0.192 -0.305
S -1.192695 0.659037 0.733624 0.933 -0.141 1.837 -0.376
H 1.027368 -1.123778 0.464595 -0.058 1.559 1.472 0.163
H 0.931521 -0.246753 2.040280 0.512 -0.966 -1.350 0.155
H -1.073889 0.464077 2.178713 -0.649 0.194 -1.403 0.015

***

Entry 2:
8
Properties=species:S:1:pos:R:3:forces:R:3:mulliken_charge:R:1 method="wB97M-V/def2-TZVPD" smiles="C1N=NPO1" homo_lumo_gap_ha="0.3433 / 0.3434" de_lowest_kcal_mol=61.7 e_tot_ev=-15399.575 molar_mass_g_mol=90.02 largest_force_ha_per_bohr=0.0710 lumo_ev="0.501 / 0.501"
C 0.558405 0.674431 0.221501 2.215 0.567 -2.847 -0.105
N 0.506003 -0.405077 1.084280 -0.934 -2.938 1.259 -0.103
N -0.107312 -1.407168 0.777683 0.498 0.451 -1.209 -0.254
P -0.803849 -1.023451 -1.217407 2.017 0.012 1.639 0.187
O 0.077608 0.353732 -1.076230 0.728 -0.601 -1.305 -0.311
H -0.157932 1.354544 0.576178 -0.219 1.771 1.043 0.317
H 1.665548 0.938036 0.061863 -1.814 0.415 0.685 0.237
H -1.738471 -0.485047 -0.427869 -2.489 0.324 0.737 0.031

***

Entry 3:
8
Properties=species:S:1:pos:R:3:forces:R:3:mulliken_charge:R:1 method="wB97M-V/def2-TZVPD" charge=-1 homo_lumo_gap_ha=0.2643 de_lowest_kcal_mol=13.9 e_tot_ev=-16946.483 molar_mass_g_mol=91.12 largest_force_ha_per_bohr=0.0561 lumo_ev=4.058
C 1.451554 1.360199 1.033948 0.650 -0.405 0.115 -0.380
N 0.704768 0.812005 0.213172 -1.198 1.237 -1.873 0.316
N -0.193688 0.876473 -0.648027 0.523 -0.836 0.557 -0.484
O -1.492402 -1.625898 0.187068 0.394 -0.319 2.842 -0.667
S -0.034808 0.359812 -2.314007 0.354 0.251 1.084 -0.529
H -1.489924 -1.478670 -0.720752 -0.078 0.440 -2.806 0.290
H -0.818449 -0.981627 0.468018 -0.475 -0.281 -0.026 0.360
H 1.872949 0.677706 1.780579 -0.171 -0.088 0.106 0.095

***

Entry 4:
7
Properties=species:S:1:pos:R:3:forces:R:3:mulliken_charge:R:1 method="wB97M-V/def2-TZVPD" smiles=[NH+]#S#CN charge=+1 homo_lumo_gap_ha="0.3116 / 0.3117" de_lowest_kcal_mol=57.0 e_tot_ev=-14889.262 molar_mass_g_mol=75.12 largest_force_ha_per_bohr=0.0733 lumo_ev="-6.314 / -6.315"
N 1.193403 -1.230291 -0.007420 2.089 -1.670 -0.540 -0.435
S 1.562579 0.271661 0.120261 0.745 -1.446 -0.211 0.290
C 0.070532 0.720190 -0.172578 -3.606 1.035 -0.377 0.471
N -1.184466 0.624321 0.082324 -1.595 1.688 -0.487 -0.327
H 1.942827 -1.874083 -0.465104 -1.252 1.679 1.098 0.319
H -1.563010 0.592277 1.068899 0.749 -0.617 -1.125 0.320
H -2.021866 0.895923 -0.626382 2.869 -0.669 1.641 0.363

***

Entry 5:
8
Properties=species:S:1:pos:R:3:forces:R:3:mulliken_charge:R:1 method="wB97M-V/def2-TZVPD" smiles=N#CONN homo_lumo_gap_ha=0.3926 de_lowest_kcal_mol=96.1 e_tot_ev=-7599.435 molar_mass_g_mol=73.06 largest_force_ha_per_bohr=0.0738 lumo_ev=0.556
N -3.139340 -1.086395 -2.102617 -1.638 -1.403 -1.845 -0.418
C -2.372576 -0.774733 -1.324450 0.353 0.879 0.418 0.425
O -1.645963 -0.171833 -0.503398 0.894 0.945 1.673 -0.277
N -0.112351 -0.457778 -0.687753 -0.600 -1.082 3.400 -0.141
N 0.586343 0.417238 0.018273 0.227 3.584 -1.226 -0.405
H -0.127926 -0.441754 -1.647121 0.993 0.878 -2.826 0.265
H 0.565867 1.527609 -0.187587 -0.359 -3.325 0.101 0.268
H 0.463094 0.293472 1.004699 0.130 -0.477 0.305 0.281

***

Entry 6:
8
Properties=species:S:1:pos:R:3:forces:R:3:mulliken_charge:R:1 method="wB97M-V/def2-TZVPD" smiles="[H]/N=C/O.N#N" homo_lumo_gap_ha=0.4257 de_lowest_kcal_mol=7.2 e_tot_ev=-7603.290 molar_mass_g_mol=73.06 largest_force_ha_per_bohr=0.0896 lumo_ev=1.168
H 0.393473 -0.561039 -1.703048 -0.250 0.486 2.407 0.228
N 0.229167 -0.604371 -0.641808 0.274 -2.034 -4.128 -0.589
C 0.204355 0.410663 0.046172 1.077 3.520 0.979 0.179
O 0.030799 0.288377 1.355158 0.912 -3.197 1.345 -0.499
H 0.476931 1.506966 -0.055886 -0.691 -1.058 -1.179 0.311
H 0.219662 -0.740312 1.434832 -1.002 2.823 0.381 0.441
N -1.771772 -2.883002 2.250697 0.203 0.352 -0.290 -0.304
N -1.197342 -2.124233 1.714237 -0.523 -0.893 0.485 0.233

***

Entry 7:
8
Properties=species:S:1:pos:R:3:forces:R:3:mulliken_charge:R:1 method="wB97M-V/def2-TZVPD" smiles="N=C=N.N=O" homo_lumo_gap_ha=0.3400 de_lowest_kcal_mol=111.9 e_tot_ev=-7598.750 molar_mass_g_mol=73.06 largest_force_ha_per_bohr=0.0612 lumo_ev=0.160
N 0.693876 -0.114377 -0.851756 0.909 -1.294 -0.912 -0.388
C -0.304072 -0.721095 -1.156230 2.828 1.222 0.649 0.466
N -1.328962 -1.337931 -1.342380 -1.714 -0.036 -0.443 -0.574
H 1.728149 -0.041591 -0.767437 -2.044 -0.321 -0.545 0.298
H -2.136642 -0.774018 -1.624223 0.305 -0.550 0.047 0.254
N 0.043669 0.896547 2.002298 0.508 -0.426 3.007 0.000
O 0.353623 1.177589 0.913316 0.642 1.369 0.428 -0.221
H 0.950358 0.914876 2.826411 -1.435 0.035 -2.231 0.165

***

Entry 8:
8
Properties=species:S:1:pos:R:3:forces:R:3:mulliken_charge:R:1 method="wB97M-V/def2-TZVPD" homo_lumo_gap_ha="0.2832 / 0.3036" de_lowest_kcal_mol=80.6 e_tot_ev=-7600.108 molar_mass_g_mol=73.06 largest_force_ha_per_bohr=0.0625 lumo_ev="0.594 / 0.525"
C -0.658656 -0.618318 0.054502 3.201 0.233 -0.183 0.479
N 2.072214 -0.277817 0.072529 -1.677 -0.055 0.011 -0.209
N 1.258882 0.577877 -0.161686 -1.115 -1.593 0.755 -0.234
N -1.527200 0.366925 0.061022 -0.511 0.636 0.215 -0.349
O -0.528015 -1.794978 -0.037115 -0.837 1.287 -0.103 -0.403
H 2.980022 0.128237 0.187233 1.609 0.588 -0.172 0.223
H -1.242005 1.317669 0.311088 0.268 -0.873 -0.419 0.265
H -2.355243 0.300403 -0.487573 -0.937 -0.222 -0.105 0.228

***

Entry 9:
8
Properties=species:S:1:pos:R:3:forces:R:3:mulliken_charge:R:1 method="wB97M-V/def2-TZVPD" smiles="N=C=NON" homo_lumo_gap_ha=0.3807 de_lowest_kcal_mol=119.1 e_tot_ev=-7598.437 molar_mass_g_mol=73.06 largest_force_ha_per_bohr=0.0950 lumo_ev=0.663
N -2.102711 -0.359347 0.113201 -4.688 -0.042 1.373 -0.436
C -1.201332 0.430201 0.022827 2.022 -0.377 -0.288 0.510
N -0.182106 0.922680 -0.435308 1.288 0.704 -0.795 -0.387
O 1.141979 0.860645 0.256846 -1.336 0.828 0.865 -0.151
N 1.858595 -0.257134 0.052737 -0.811 -2.439 2.472 -0.321
H -3.074658 -0.047369 0.509521 2.632 -0.746 -0.754 0.289
H 1.419195 -1.185710 0.339788 0.225 1.923 -0.085 0.257
H 2.141040 -0.363968 -0.859611 0.667 0.149 -2.788 0.240

***

Entry 10:
8
Properties=species:S:1:pos:R:3:forces:R:3:mulliken_charge:R:1 method="wB97M-V/def2-TZVPD" homo_lumo_gap_ha="0.3050 / 0.3524" de_lowest_kcal_mol=144.4 e_tot_ev=-7597.339 molar_mass_g_mol=73.06 largest_force_ha_per_bohr=0.0937 lumo_ev="0.531 / 0.671"
C 0.424821 -0.126713 0.431863 -0.520 -0.319 -0.354 -0.145
N 0.039857 2.191018 0.634219 4.113 0.068 2.506 -0.426
N 1.509512 1.638740 1.483423 -3.887 1.534 -2.255 -0.066
N -0.344010 1.077202 0.112653 -0.348 -1.605 -0.223 0.101
O 1.392438 0.318731 1.358768 0.222 -0.278 0.095 -0.165
H -0.200348 -0.887165 0.929373 0.265 0.202 -0.095 0.203
H 0.882162 -0.570966 -0.473589 -0.024 0.240 0.295 0.231
H -0.891926 1.095573 -0.738122 0.180 0.159 0.031 0.266

***

Entry 11:
9
Properties=species:S:1:pos:R:3:forces:R:3:mulliken_charge:R:1 method="wB97M-V/def2-TZVPD" homo_lumo_gap_ha=0.3643 de_lowest_kcal_mol=80.2 e_tot_ev=-9647.952 molar_mass_g_mol=89.05 largest_force_ha_per_bohr=0.0572 lumo_ev=0.511
C 0.330498 -1.105056 -0.034022 2.072 1.703 0.328 0.531
N -0.279885 1.441558 -0.061892 -1.178 1.005 -0.065 -0.715
N -0.959292 -1.037448 0.026607 -0.823 -0.306 0.026 -0.249
N 0.790798 0.832036 0.024146 -0.197 -2.922 -0.287 0.627
O 1.948959 1.188091 0.063693 -0.069 0.281 0.013 -0.577
O 1.251289 -1.831254 -0.066716 -0.619 0.224 -0.035 -0.389
H -0.212549 2.463369 -0.111372 0.601 -0.113 0.108 0.230
H -1.341231 -0.086989 0.018365 0.052 0.052 0.024 0.332
H -1.528589 -1.864311 0.141193 0.161 0.076 -0.111 0.209

***

Entry 12:
9
Properties=species:S:1:pos:R:3:forces:R:3:mulliken_charge:R:1 method="wB97M-V/def2-TZVPD" homo_lumo_gap_ha=0.4101 de_lowest_kcal_mol=204.3 e_tot_ev=-9642.574 molar_mass_g_mol=89.05 largest_force_ha_per_bohr=0.0602 lumo_ev=0.828
C 2.380702 0.257778 0.154091 1.024 0.012 0.636 -0.200
N 1.456780 0.421080 -0.523943 -1.178 -0.573 -0.789 0.199
N -0.752693 0.077458 1.362335 -0.161 -2.336 -0.292 -0.413
N -0.504964 -0.612421 -0.931658 0.351 -0.806 2.971 -0.199
O 0.365448 0.425376 -1.279818 0.081 1.481 -0.468 -0.109
O -1.430033 -0.164523 0.163158 0.375 0.468 -1.407 -0.164
H -0.297774 0.966561 1.343031 0.553 0.444 -0.356 0.278
H -0.100800 -0.730796 1.430684 -0.293 1.089 0.434 0.311
H -1.116665 -0.640512 -1.717880 -0.752 0.220 -0.729 0.296